Here is a 2-piece molecular cluster, C17H27NO2 overall from the Open Molecules 2025 dataset. Energies are from ωB97M-V/def2-TZVPD.

Geometry as XYZ:
```
47
Properties=species:S:1:pos:R:3:forces:R:3:lowdin_charge:R:1
C 1.8159 2.6705 3.5464 1.0684 2.6306 -1.9870 -0.144
C 0.3010 2.7257 3.2055 0.2418 -1.4900 4.6968 -0.248
C -0.0825 1.6940 2.0798 -11.6550 5.2755 6.6900 -0.158
C -0.6538 0.4618 2.7312 -0.4413 0.6984 1.2940 -0.278
C 0.3461 -0.2106 3.4820 2.1602 -6.6503 2.8301 -0.240
C 1.5083 -0.8740 2.7613 0.4228 -0.6645 -2.0269 -0.267
C 1.0461 -2.0108 1.8474 2.6930 3.2738 -4.6164 -0.071
C 2.3342 -2.0563 0.5249 -0.7098 -0.9808 3.8441 -0.029
C 2.3022 -0.8398 -0.3190 -6.2155 -10.5454 0.2317 -0.730
O 2.9203 0.0717 -0.2270 7.3277 10.7865 1.2956 0.166
N 1.3861 -1.0723 -1.2423 2.5957 9.5176 -4.5696 0.176
H 0.7343 -1.6642 -1.2262 -6.0339 -6.2277 0.6739 0.009
C 0.8117 0.4107 -2.0884 2.9587 -9.0102 -3.5686 0.013
C -0.4519 0.6770 -1.6721 -1.4642 8.8460 0.1470 -0.380
O -1.4482 -0.0801 -1.8671 -5.5133 -6.4293 2.1344 0.011
C -2.0710 -0.4827 -2.9498 2.5665 5.4387 -7.1202 -0.150
C -3.1215 -1.3795 -3.1136 1.9082 0.5838 1.3000 -0.040
C -3.6148 -1.7899 -4.2667 8.0461 12.5847 -3.3199 0.031
C -3.1367 -1.1406 -5.6463 0.0107 -1.2252 11.9144 0.001
C -2.2772 -0.1957 -5.3708 4.6862 5.5424 -3.6464 -0.158
C -1.5930 0.3296 -4.2305 -11.5186 -11.7860 2.3009 0.086
H -0.8973 0.8937 -4.0703 7.5200 6.5161 0.5274 -0.034
H -1.9269 0.3362 -6.3273 -0.2622 -0.4255 1.1202 0.123
H -3.6878 -1.4999 -6.3276 -3.1016 -1.9014 -6.0321 0.024
H -4.0308 -2.5077 -4.5256 -7.7405 -11.9971 -2.4924 -0.025
H -3.2448 -1.9840 -2.3147 -1.0493 -1.7840 2.9331 0.086
H -0.8334 1.8213 -2.1535 1.4410 -2.2678 1.0662 0.222
H -0.3656 0.8825 -0.6598 -0.4395 0.5378 2.3410 0.105
H 1.6094 0.9227 -1.7715 2.6086 2.8281 0.4328 0.067
H 0.7926 -0.1102 -3.1079 0.7575 1.5373 1.0048 0.149
H 3.3329 -2.2566 0.9553 -0.5180 0.4101 0.2380 0.113
H 2.1147 -2.9112 -0.0574 -0.3886 -0.9332 -0.6306 0.074
H 1.0765 -2.9962 2.1590 -0.5633 -1.7284 1.0436 0.059
H 0.1568 -1.6475 1.2500 0.7256 -1.0992 0.7935 0.101
H 2.3222 -1.2492 3.3709 -0.2644 -0.0551 0.8406 0.114
H 2.0987 -0.2300 2.0668 -0.7485 0.3770 0.6073 0.100
H 0.8676 0.2412 4.2818 -0.5886 0.9921 1.3686 0.068
H -0.2536 -1.5150 4.0401 1.3776 3.7963 -1.0916 0.219
H -1.4222 0.5994 3.4753 -0.8765 0.7127 -0.3771 0.118
H -0.9407 -0.2698 2.0551 -1.2791 -0.8878 -1.8118 0.074
H -1.0782 2.1513 1.7002 2.4525 -0.5447 -1.3008 0.162
H 0.7161 1.3919 1.7622 8.4277 -2.3349 -5.6666 -0.011
H 0.0763 3.7802 3.1629 -0.1792 0.2341 -1.2979 0.075
H -0.2204 2.5960 4.3655 0.7367 -0.5151 -3.2300 0.166
H 2.3693 1.7946 3.9279 -0.8577 0.0318 -0.4464 0.060
H 2.2904 3.0182 2.5029 -0.2968 -0.8609 2.3379 0.116
H 2.0223 3.5036 4.2808 -0.0276 -0.8067 -0.7756 0.073
```
Positions in Å, forces in eV/Å.

Its frontier orbital gap is 9.00 eV. Its total charge is 0. Its max |F| is 16.64 eV Å⁻¹. The electronic energy comes out at -868.63672 hartree. The value obtained for the lowest unoccupied orbital energy is 0.6 eV. As for the highest occupied orbital energy: -8.37 eV.



Here is C11H24CeClI2N2P2 as an isolated structure from the Open Molecules 2025 dataset. Energies are from ωB97M-V/def2-TZVPD.

Geometry as XYZ:
```
43
Properties=species:S:1:pos:R:3:forces:R:3:lowdin_charge:R:1
I 0.9392 0.2086 4.5876 -7.5918 3.2600 7.8752 1.255
I 4.1997 -0.6254 2.3954 8.4140 -0.3344 -4.6917 1.289
Ce 0.0087 0.1408 -0.5546 0.5047 0.0655 -0.5391 0.792
P 0.3655 -2.5895 -1.0080 -0.2347 -1.7699 -0.5599 0.648
C 1.4521 -3.6587 -0.0247 0.1044 0.1241 0.0533 -0.244
C -1.1557 -3.5653 -1.2429 -0.2762 0.0250 0.1060 -0.241
H -0.9199 -4.5185 -1.7437 -0.1209 0.3330 0.2083 0.073
H 1.1344 -3.6255 -3.0542 0.0519 0.3673 0.0356 0.075
H -1.8769 -2.9911 -1.8480 0.2858 -0.2727 0.1784 0.047
H 0.4856 -1.9719 -3.3759 0.1749 -0.3318 0.2155 0.039
H 0.9933 -3.8236 0.9516 0.0491 -0.1246 -0.1047 0.041
H -1.6054 -3.7632 -0.2571 0.0855 -0.0400 -0.3633 0.062
C 1.0971 -2.5861 -2.6939 0.1088 0.3033 0.0657 -0.240
H 1.6146 -4.6157 -0.5251 -0.0111 0.0678 0.0420 0.071
H 2.1148 -2.1684 -2.6601 -0.2058 -0.2206 -0.1039 0.061
H 2.4065 -3.1505 0.1326 0.0055 -0.1259 0.0011 0.049
P -0.9463 2.6356 0.3232 -0.9048 1.5713 0.6270 0.655
C -0.3552 3.3953 1.8612 0.2446 0.0411 0.3920 -0.255
C -0.4483 3.8359 -0.9635 0.1385 -0.3188 -0.0654 -0.232
H -3.2162 2.3527 -0.4572 -0.0264 0.1743 0.1309 0.053
H -3.0178 3.8866 0.4591 -0.0029 -0.1816 0.0094 0.071
H -3.1204 2.3146 1.3207 -0.0128 0.1543 -0.1605 0.064
C -2.7590 2.8237 0.4195 0.0667 -0.3286 -0.0425 -0.231
H -0.7436 3.4690 -1.9514 -0.0356 0.1654 0.0670 0.055
H -0.9324 4.7968 -0.7614 0.1141 -0.1150 -0.0875 0.074
H -0.8394 4.3743 2.0137 0.2159 -0.3665 -0.0254 0.078
H 0.7384 3.5310 1.8147 -0.4718 0.1419 0.0382 0.044
H 0.6398 3.9593 -0.9459 -0.1374 0.1121 -0.0368 0.058
H -0.5755 2.7291 2.7120 0.0347 0.3117 -0.2304 0.045
Cl -1.6141 0.0704 -2.6415 0.8409 0.0689 1.1261 0.031
N 3.8199 -0.4815 5.5480 -1.3370 -1.0701 -1.9985 0.113
C 3.0507 -0.4368 4.3615 -0.8915 1.4309 3.3290 -0.958
C 2.9805 0.8417 3.5063 2.6103 -2.2206 -0.6538 -0.559
C 2.0269 0.9031 2.4018 -1.6410 -1.9452 -1.1461 -0.480
N 1.4502 -0.2168 1.8703 -1.0950 0.7955 -0.7065 -0.298
C 1.4464 -1.3627 2.6287 1.3055 -0.6517 -0.9498 -0.471
C 2.3554 -1.5887 3.7160 -1.0580 0.3749 -1.9209 -0.359
H 4.4503 0.2599 5.7887 0.0471 0.2306 -0.1707 0.118
H 3.9545 -1.3702 6.0445 -0.2079 0.6961 -0.5539 0.139
H 3.4317 1.7484 3.9048 0.0669 -0.2520 -0.0926 0.132
H 1.8595 1.8329 1.8641 0.3832 -0.0896 0.2865 0.092
H 0.7305 -2.1280 2.3275 0.5824 0.0143 0.1961 0.103
H 2.4518 -2.5651 4.1680 -0.1730 -0.0699 0.2206 0.140
```
Positions in Å, forces in eV/Å.

The multiplicity is 2. Its frontier orbital gap (alpha / beta) is 5.51 / 5.42 eV. Its total charge is +2. Its max |F| is 11.41 eV Å⁻¹. The electronic energy comes out at -2755.65738 hartree. Its expectation value of S² is 0.9975. The value obtained for the lowest unoccupied orbital energy (alpha / beta) is -7.3 / -7.3 eV. As for the highest occupied orbital energy (alpha / beta): -12.83 / -12.70 eV.



Here is C33H46NP3Pd as an isolated structure from the Open Molecules 2025 dataset. Energies are from ωB97M-V/def2-TZVPD.

Geometry as XYZ:
```
84
Properties=species:S:1:pos:R:3:forces:R:3:lowdin_charge:R:1
P 0.1757 -1.2055 -1.7178 1.1363 1.3777 4.5835 0.598
P 0.4565 -0.6543 -4.5743 -0.2439 1.3425 -3.0128 0.814
C -0.6903 -2.7054 -5.0087 -1.2181 -1.4035 -1.9500 -0.365
C 0.2940 -1.9607 -5.8977 0.4169 0.5367 0.8799 -0.408
H -1.7172 -2.2992 -5.1878 0.7058 -0.7132 0.6232 0.059
H -0.6392 -3.8367 -4.9289 -0.3358 0.9465 -0.7251 0.058
H 1.2913 -2.4560 -5.9240 -0.7577 0.2516 -0.5360 0.080
H -0.0558 -1.4661 -6.8373 0.3906 -0.9108 0.4382 0.083
C -0.8763 0.5094 -5.2402 0.0012 0.0267 0.2255 -0.223
H -0.6772 1.5296 -4.8564 -0.1483 -0.5936 -0.0517 0.027
H -1.9071 0.2110 -4.9775 0.5275 0.1066 -0.0245 0.043
H -0.7875 0.5437 -6.3460 0.0089 -0.1341 0.5914 0.050
C 1.8738 0.2734 -5.2983 0.3462 0.4699 0.1362 -0.262
H 1.6976 0.4230 -6.3746 -0.0218 -0.0661 0.3180 0.054
H 2.7979 -0.2978 -5.1750 -0.0574 0.1151 0.0345 0.047
H 1.9779 1.2585 -4.8184 0.1131 -0.3426 -0.2252 0.021
C -1.7275 -0.9539 -1.8707 0.4609 -0.0268 -0.5625 -0.182
H -2.0359 -1.7258 -1.1563 -0.0238 0.1424 -0.0316 0.029
H -2.2074 -1.1693 -2.8388 0.3687 0.1242 0.2616 0.025
H -2.0262 0.0251 -1.4837 0.2901 -0.2483 -0.1518 0.006
C 2.1529 -0.9232 -2.0885 -0.7258 0.2549 -0.0255 -0.200
H 2.6380 -0.7684 -1.1231 -0.2812 0.2896 -0.1240 0.013
H 2.4083 -0.1102 -2.7923 -0.2666 -0.4160 0.4948 -0.008
H 2.5417 -1.8739 -2.4789 -0.1390 0.1665 -0.2105 0.019
Pd 0.2665 -2.6653 -3.2207 -0.4896 -1.5331 -0.8324 0.459
C 0.1749 5.2170 -1.4526 -0.7478 0.0791 -0.0424 -0.103
C -1.1243 4.8590 -1.4078 0.6909 0.5368 0.2680 -0.092
C -1.9302 3.9950 -2.3446 -0.8610 -0.0261 -0.5737 -0.188
C -1.6990 2.4500 -2.2399 -0.6103 1.9059 0.7515 -0.181
C -0.2619 2.1570 -1.9529 -0.3059 -1.0606 -0.4048 -0.121
C 0.7435 2.5195 -2.7651 -0.0519 -0.7829 0.2978 -0.133
C 0.8724 3.8214 -3.4736 -0.5599 -0.3222 -1.4884 -0.213
C 1.2239 4.9341 -2.4835 0.3200 -0.5691 -0.4273 -0.184
C 0.3102 -3.3334 -1.1089 0.1595 -0.2954 0.0356 -0.204
H 0.5602 5.8634 -0.6670 -0.3193 -0.0673 0.1182 0.098
H -1.7252 5.2869 -0.5952 0.4537 -0.2822 -0.0962 0.100
H -1.7720 4.2707 -3.3981 -0.1604 0.1353 0.4363 0.092
H -2.9961 4.2045 -2.1232 0.4482 -0.1240 -0.2719 0.107
H -2.3544 2.0927 -1.4272 0.3628 -0.0459 -0.2366 0.097
H -2.0431 1.9825 -3.1923 0.3337 0.1673 0.7062 0.098
H -0.1084 1.5075 -1.0870 0.2553 -0.4734 -0.8049 0.056
H 1.5032 1.7626 -2.9575 0.8214 0.6888 1.1353 0.058
H -0.0486 4.0629 -4.0162 0.1750 0.1833 0.0860 0.095
H 1.6241 3.7270 -4.2731 0.0721 0.2030 0.3446 0.107
H 2.1691 4.6284 -2.0022 -0.2862 0.2535 0.1017 0.118
H 1.4525 5.8403 -3.0622 -0.0801 -0.0035 0.2151 0.115
H 1.2062 -3.3053 -0.4754 -0.2853 0.1163 -0.2955 0.008
H 0.3425 -4.2911 -1.6923 -0.0465 0.3858 0.4604 0.011
H -0.5838 -3.3579 -0.4764 0.2015 0.1085 -0.2138 0.020
N 0.2880 -0.6258 -0.2354 -0.0109 -0.5085 -0.7401 -0.378
P 0.0559 -0.1093 1.2357 -0.4389 1.7718 0.3273 0.832
C -1.3296 -0.9258 2.0419 0.2425 -0.1916 -0.2148 -0.278
C -1.0822 -1.8758 3.0477 -0.6013 0.0070 0.2012 -0.079
C -2.1527 -2.4907 3.7049 0.4004 0.2226 -0.3475 -0.088
C -3.4669 -2.2106 3.3223 0.0008 0.1016 0.1304 -0.103
C -3.7120 -1.3133 2.2836 0.0960 0.1080 -0.1685 -0.092
C -2.6524 -0.6897 1.6206 -0.1503 -0.0635 0.1540 -0.114
C 1.5545 -0.5606 2.1333 0.6074 -0.6353 0.0952 -0.303
C 1.7959 -0.1094 3.4425 0.1542 -0.2108 -0.4405 -0.078
C 2.9685 -0.4788 4.1068 -0.3809 0.0281 -0.1631 -0.077
C 3.9056 -1.3062 3.4759 -0.3689 0.2824 -0.0845 -0.085
C 3.6621 -1.7535 2.1701 0.0967 0.0061 0.3859 -0.081
C 2.4846 -1.4017 1.4997 0.3810 0.0424 0.6170 -0.084
C -0.0823 1.6767 1.4571 -0.1893 -2.3512 -0.3474 -0.343
C 1.0981 2.4440 1.4019 1.0980 1.0173 0.2145 -0.137
C 1.0987 3.7697 1.8260 0.1938 -0.7872 -0.2034 -0.124
C -0.0787 4.3737 2.2567 0.2435 0.8177 0.2326 -0.152
C -1.2712 3.6642 2.1761 -0.7228 -1.1062 -0.2244 -0.130
C -1.2860 2.3315 1.7723 -0.8025 1.0142 0.3321 -0.121
H -0.0550 -2.1100 3.3196 -0.2659 0.0338 0.0659 0.096
H -1.9442 -3.1763 4.5208 -0.0967 -0.0033 -0.1403 0.099
H -4.2966 -2.6838 3.8475 0.1853 0.1213 -0.1615 0.098
H -4.7375 -1.0879 1.9837 0.2833 -0.1251 0.0660 0.103
H -2.8503 -0.0167 0.7775 0.0463 -0.2846 0.4032 0.091
H 1.0437 0.5279 3.9132 0.2904 -0.1053 -0.0790 0.122
H 3.1170 -0.1112 5.1229 0.1340 -0.1785 -0.2668 0.104
H 4.8112 -1.5790 4.0226 -0.2281 -0.0011 -0.3347 0.102
H 4.4043 -2.3923 1.6902 -0.2300 0.1187 0.0402 0.100
H 2.3083 -1.7984 0.4952 -0.0575 0.3368 0.5557 0.055
H 2.0374 1.9882 1.0868 -0.1763 0.0879 0.0346 0.099
H 2.0280 4.3311 1.8440 -0.0184 -0.0846 -0.0648 0.095
H -0.0714 5.3875 2.6535 0.0134 -0.1575 -0.1894 0.086
H -2.2089 4.1416 2.4516 0.0974 -0.0795 -0.0195 0.094
H -2.2215 1.7768 1.7507 0.1380 0.2821 0.1102 0.074
```
Positions in Å, forces in eV/Å.

The multiplicity is 3. Its frontier orbital gap (alpha / beta) is 3.19 / 6.83 eV. Its total charge is 0. Its max |F| is 4.92 eV Å⁻¹. The electronic energy comes out at -2491.40469 hartree. Its expectation value of S² is 2.0222. The value obtained for the lowest unoccupied orbital energy (alpha / beta) is 0.1 / -1.0 eV. As for the highest occupied orbital energy (alpha / beta): -3.07 / -7.80 eV.



Here is the molecule C5H6N4 from the Open Molecules 2025 dataset. Energies are from ωB97M-V/def2-TZVPD.

Geometry as XYZ:
```
15
Properties=species:S:1:pos:R:3:forces:R:3:lowdin_charge:R:1
H -3.6792 0.5857 -0.1460 0.0872 -0.4100 0.2262 0.041
N -3.2100 -0.3128 0.0271 1.3300 1.3590 -0.4230 0.112
C -1.9329 -0.1348 -0.0051 -0.5302 -0.0246 0.2836 -0.487
N -1.0707 0.9897 -0.1068 -1.4387 3.6979 1.5556 0.121
C 0.2694 0.5936 -0.0470 -0.8719 1.8089 0.0711 -0.252
C 0.2671 -0.8201 -0.0683 -1.4697 -0.5664 1.0237 -0.353
N -1.0678 -1.1913 0.0974 0.1134 -4.2698 -1.4669 0.145
N 1.3861 -1.3899 -0.0086 0.4150 -0.6563 -0.3591 0.109
C 2.3243 -0.2708 -0.0053 0.4729 -0.3632 1.1615 -0.212
C 1.5205 1.0395 0.0520 1.2673 -0.4734 -0.8761 0.030
H -1.3758 1.9252 0.3908 0.7617 -2.7337 -1.6353 0.205
H -1.4123 -2.1596 -0.2184 0.6814 2.2160 0.9565 0.198
H 2.9961 -0.4234 -0.8394 0.1937 0.4872 -0.4443 0.109
H 2.9573 -0.4432 0.8929 -0.2661 0.4022 -0.3304 0.124
H 2.0279 2.0123 -0.0154 -0.7460 -0.4737 0.2569 0.109
```
Positions in Å, forces in eV/Å.

Its frontier orbital gap is 9.62 eV. Its total charge is 0. Its max |F| is 4.52 eV Å⁻¹. The electronic energy comes out at -413.12325 hartree. The value obtained for the lowest unoccupied orbital energy is 0.7 eV. The SMILES is [H]/N=c1\[nH]c2c([nH]1)=NCC=2. As for the highest occupied orbital energy: -8.90 eV.